No. 1
This record from OMol25 describes a 6-piece molecular cluster, C80H61ClIN4O10 overall. The level of theory is the ωB97M-V functional and the def2-TZVPD basis.

Atoms and positions in Å:
C (2.743, -3.430, -5.027)
C (1.471, -2.660, -4.677)
C (1.272, -2.449, -3.172)
C (0.400, -1.238, -2.808)
C (-0.973, -1.509, -2.177)
C (-1.637, -0.132, -1.897)
I (-2.433, 0.065, 0.062)
N (-2.703, 0.253, -2.863)
C (-2.667, -0.305, -4.106)
N (-3.150, 0.415, -5.106)
Cl (-3.321, -0.177, -6.667)
N (-2.196, -1.539, -4.283)
C (-1.983, -2.275, -3.014)
C (-1.791, -3.760, -3.298)
N (-3.071, -4.362, -3.634)
C (-3.204, -5.784, -3.279)
H (3.073, -3.208, -6.042)
H (3.559, -3.154, -4.357)
H (2.605, -4.509, -4.958)
H (0.611, -3.196, -5.100)
H (1.494, -1.679, -5.167)
H (2.258, -2.305, -2.726)
H (0.866, -3.357, -2.712)
H (0.281, -0.602, -3.697)
H (0.930, -0.606, -2.091)
H (-0.827, -2.051, -1.241)
H (-0.876, 0.638, -1.973)
H (-3.633, 0.352, -2.473)
H (-3.402, 1.384, -4.960)
H (-1.460, -1.636, -4.980)
H (-2.941, -2.210, -2.491)
H (-1.036, -3.904, -4.084)
H (-1.405, -4.227, -2.390)
H (-3.241, -4.256, -4.625)
H (-3.818, -5.896, -2.385)
H (-3.705, -6.322, -4.082)
H (-2.232, -6.259, -3.119)
C (3.137, -12.502, -5.039)
C (3.975, -11.400, -4.914)
C (3.479, -10.122, -5.112)
C (2.141, -9.942, -5.442)
C (1.301, -11.050, -5.575)
C (1.803, -12.329, -5.368)
C (-0.135, -10.895, -5.945)
O (-0.873, -11.849, -6.044)
C (-0.635, -9.508, -6.196)
C (-1.960, -9.333, -6.580)
C (-2.451, -8.060, -6.808)
C (-1.618, -6.956, -6.656)
C (-0.298, -7.124, -6.276)
C (0.199, -8.402, -6.044)
C (1.629, -8.559, -5.637)
O (2.337, -7.587, -5.472)
H (3.527, -13.498, -4.880)
H (5.018, -11.540, -4.663)
H (4.113, -9.252, -5.017)
H (1.134, -13.172, -5.472)
H (-2.585, -10.208, -6.692)
H (-3.483, -7.926, -7.107)
H (-2.003, -5.959, -6.838)
H (0.370, -6.280, -6.156)
C (1.217, 2.252, -1.194)
C (0.477, 2.871, -2.199)
C (1.108, 3.664, -3.141)
C (2.484, 3.851, -3.076)
C (3.221, 3.252, -2.058)
C (2.584, 2.451, -1.116)
C (4.701, 3.459, -1.948)
O (5.332, 2.923, -1.065)
C (5.344, 4.345, -2.956)
C (6.709, 4.587, -2.856)
C (7.333, 5.410, -3.779)
C (6.601, 5.986, -4.810)
C (5.242, 5.745, -4.918)
C (4.607, 4.928, -3.990)
C (3.143, 4.700, -4.120)
O (2.494, 5.171, -5.027)
H (0.725, 1.626, -0.458)
H (-0.600, 2.753, -2.238)
H (0.557, 4.159, -3.930)
H (3.180, 1.994, -0.337)
H (7.264, 4.131, -2.048)
H (8.393, 5.610, -3.692)
H (7.093, 6.629, -5.527)
H (4.653, 6.187, -5.711)
C (-3.532, 0.904, 3.202)
C (-3.664, -0.476, 3.115)
C (-3.774, -1.232, 4.271)
C (-3.742, -0.619, 5.516)
C (-3.598, 0.764, 5.603)
C (-3.498, 1.519, 4.443)
C (-3.552, 1.461, 6.927)
O (-3.425, 2.662, 6.990)
C (-3.664, 0.613, 8.147)
C (-3.612, 1.226, 9.393)
C (-3.734, 0.463, 10.542)
C (-3.912, -0.913, 10.454)
C (-3.962, -1.530, 9.216)
C (-3.833, -0.771, 8.058)
C (-3.893, -1.459, 6.742)
O (-4.099, -2.653, 6.656)
H (-3.463, 1.536, 2.324)
H (-3.684, -1.001, 2.170)
H (-3.890, -2.307, 4.228)
H (-3.402, 2.593, 4.535)
H (-3.483, 2.298, 9.439)
H (-3.693, 0.941, 11.512)
H (-4.013, -1.504, 11.355)
H (-4.101, -2.598, 9.125)
C (-7.211, -2.460, 7.054)
C (-8.349, -3.126, 7.498)
C (-9.502, -2.414, 7.790)
C (-9.522, -1.031, 7.649)
C (-8.379, -0.362, 7.211)
C (-7.234, -1.084, 6.908)
C (-8.344, 1.122, 7.071)
O (-7.347, 1.692, 6.678)
C (-9.579, 1.872, 7.438)
C (-9.570, 3.260, 7.359)
C (-10.707, 3.978, 7.688)
C (-11.860, 3.313, 8.092)
C (-11.874, 1.931, 8.173)
C (-10.733, 1.205, 7.851)
C (-10.775, -0.284, 7.965)
O (-11.784, -0.862, 8.304)
H (-6.303, -2.996, 6.816)
H (-8.333, -4.201, 7.621)
H (-10.399, -2.911, 8.134)
H (-6.367, -0.537, 6.560)
H (-8.663, 3.756, 7.041)
H (-10.698, 5.058, 7.631)
H (-12.748, 3.876, 8.346)
H (-12.758, 1.393, 8.488)
C (8.274, 5.878, 1.445)
C (9.371, 5.964, 2.296)
C (10.325, 6.947, 2.101)
C (10.191, 7.846, 1.049)
C (9.096, 7.754, 0.189)
C (8.136, 6.771, 0.396)
C (8.938, 8.686, -0.966)
O (7.985, 8.603, -1.712)
C (9.999, 9.713, -1.172)
C (9.896, 10.575, -2.257)
C (10.865, 11.541, -2.466)
C (11.940, 11.654, -1.591)
C (12.048, 10.797, -0.509)
C (11.081, 9.822, -0.297)
C (11.231, 8.903, 0.869)
O (12.160, 9.006, 1.639)
H (7.526, 5.111, 1.601)
H (9.479, 5.263, 3.113)
H (11.184, 7.038, 2.752)
H (7.288, 6.718, -0.274)
H (9.049, 10.473, -2.922)
H (10.785, 12.212, -3.312)
H (12.694, 12.413, -1.755)
H (12.876, 10.865, 0.184)

For the HOMO energy, the calculation gives -10.8 eV. As for the molar mass: 1400.743 u. Its total charge is +1. For the gap between HOMO and LUMO, the calculation gives 0.284 Ha. As for the strongest force on any atom: 0.8 eV/A. The spin multiplicity is 1.

---

No. 2
This record from OMol25 describes a 13-piece molecular cluster, C25H57N7O32 overall in a non-equilibrium geometry. The level of theory is the ωB97M-V functional and the def2-TZVPD basis.

Atoms and positions in Å:
C (1.758, 1.262, -1.712)
O (1.128, 0.081, -1.495)
C (0.283, 0.005, -0.489)
O (-0.042, 0.888, 0.317)
O (-0.290, -1.171, -0.611)
C (-1.259, -1.549, 0.340)
H (2.290, 1.878, -0.987)
H (1.055, 1.904, -2.243)
H (2.518, 0.999, -2.447)
H (-2.013, -2.112, -0.210)
H (-1.798, -0.703, 0.766)
H (-0.962, -2.139, 1.208)
C (3.388, 5.155, -2.939)
O (2.455, 4.974, -1.856)
C (1.117, 4.800, -2.065)
O (0.514, 4.914, -3.092)
O (0.645, 4.547, -0.777)
C (-0.694, 4.356, -0.493)
H (3.565, 4.181, -3.394)
H (4.250, 5.634, -2.476)
H (3.064, 5.856, -3.709)
H (-1.287, 5.012, -1.131)
H (-0.939, 4.604, 0.540)
H (-1.044, 3.326, -0.550)
C (2.441, -6.041, 7.583)
O (1.992, -5.621, 6.327)
C (0.747, -5.408, 6.051)
O (-0.194, -5.831, 6.678)
O (0.675, -4.640, 4.926)
C (-0.525, -4.100, 4.391)
H (3.461, -5.684, 7.725)
H (2.425, -7.130, 7.633)
H (1.715, -5.616, 8.276)
H (-1.122, -4.815, 3.825)
H (-0.257, -3.466, 3.546)
H (-1.127, -3.503, 5.076)
C (-3.328, 5.300, 4.987)
O (-2.635, 3.984, 4.964)
C (-1.519, 3.732, 4.299)
O (-1.127, 4.509, 3.395)
O (-1.019, 2.457, 4.467)
C (0.160, 2.027, 3.901)
H (-4.380, 5.214, 5.256)
H (-3.302, 5.754, 3.996)
H (-2.992, 6.058, 5.694)
H (0.337, 1.071, 4.395)
H (0.988, 2.700, 4.120)
H (0.024, 1.974, 2.821)
C (1.764, -5.545, 2.159)
O (2.651, -4.455, 2.036)
C (2.643, -3.678, 0.939)
O (1.732, -3.576, 0.081)
O (3.836, -2.996, 0.889)
C (3.929, -1.945, -0.043)
H (2.091, -6.366, 1.521)
H (0.701, -5.453, 1.937)
H (1.914, -6.008, 3.135)
H (3.089, -1.289, 0.184)
H (3.859, -2.310, -1.068)
H (4.874, -1.418, 0.090)
C (-5.842, 2.562, -3.506)
O (-4.578, 2.168, -3.932)
C (-3.964, 1.053, -3.579)
O (-4.421, 0.087, -3.007)
O (-2.696, 1.211, -3.932)
C (-1.697, 0.242, -3.623)
H (-6.104, 3.591, -3.755)
H (-5.800, 2.638, -2.420)
H (-6.587, 1.850, -3.861)
H (-0.835, 0.414, -4.268)
H (-2.017, -0.778, -3.832)
H (-1.419, 0.230, -2.569)
C (1.403, 3.349, -6.257)
N (2.113, 2.057, -6.000)
O (1.880, 1.257, -6.881)
O (2.787, 1.904, -4.970)
H (0.777, 3.177, -7.133)
H (2.031, 4.211, -6.485)
H (0.741, 3.592, -5.426)
C (-5.292, -2.526, 2.376)
N (-4.250, -3.609, 2.346)
O (-3.752, -3.823, 1.230)
O (-3.931, -4.211, 3.384)
H (-4.976, -1.500, 2.568)
H (-5.940, -2.814, 3.204)
H (-5.951, -2.446, 1.513)
C (0.722, -3.664, -2.817)
N (0.013, -3.099, -4.054)
O (0.430, -2.013, -4.443)
O (-0.911, -3.734, -4.593)
H (1.019, -2.899, -2.100)
H (1.525, -4.305, -3.179)
H (0.057, -4.307, -2.240)
C (-3.918, 0.682, 5.337)
N (-3.458, -0.416, 4.454)
O (-3.713, -1.602, 4.825)
O (-2.940, -0.060, 3.431)
H (-4.462, 1.477, 4.826)
H (-3.043, 1.250, 5.654)
H (-4.371, 0.185, 6.194)
C (6.301, 1.501, -3.548)
N (7.510, 1.106, -2.835)
O (7.390, 0.605, -1.735)
O (8.613, 1.359, -3.353)
H (5.431, 1.190, -2.970)
H (6.197, 0.903, -4.453)
H (6.368, 2.587, -3.610)
C (-3.466, 1.736, 0.563)
N (-4.745, 2.293, 0.873)
O (-5.409, 2.840, -0.058)
O (-5.124, 2.199, 2.056)
H (-3.125, 0.973, 1.262)
H (-2.712, 2.509, 0.419)
H (-3.659, 1.177, -0.353)
C (4.219, -1.329, -5.130)
N (4.254, -1.149, -3.689)
O (5.342, -1.185, -3.124)
O (3.123, -1.117, -3.185)
H (3.903, -0.377, -5.557)
H (3.517, -2.146, -5.297)
H (5.215, -1.643, -5.442)

For the HOMO energy (spin up / spin down), the calculation gives -0.9 / -4.4 eV. As for the molar mass: 967.748 u. The energy above the lowest of the compared OMol25 structures with the same formula, charge and spin is 1.244 eV. Its total charge is -1. For the gap between HOMO and LUMO (spin up / spin down), the calculation gives 0.075 / 0.202 Ha. As for the expectation value of S²: 0.753. As for the strongest force on any atom: 5.2 eV/A. The spin multiplicity is 2.

---

No. 3
This record from OMol25 describes a 2-piece molecular cluster, CBr2NP overall in a non-equilibrium geometry. The level of theory is the ωB97M-V functional and the def2-TZVPD basis.

Atoms and positions in Å:
C (2.472, 0.397, -0.871)
N (1.808, 0.748, -0.013)
P (-2.167, -0.697, 0.619)
Br (-1.836, 1.445, 0.069)
Br (-0.278, -1.893, 0.197)

For the HOMO energy (spin up / spin down), the calculation gives -10.3 / -8.6 eV. As for the molar mass: 216.800 u. The energy above the lowest of the compared OMol25 structures with the same formula, charge and spin is 4.242 eV. For the gap between HOMO and LUMO (spin up / spin down), the calculation gives 0.319 / 0.156 Ha. As for the strongest force on any atom: 2.3 eV/A. The spin multiplicity is 1.

---

No. 4
This record from OMol25 describes one molecule with the formula C3H5NS in a non-equilibrium geometry. The level of theory is the ωB97M-V functional and the def2-TZVPD basis.

Atoms and positions in Å:
C (-1.343, 0.480, -0.527)
C (0.991, -0.379, -0.365)
C (0.593, -0.075, 1.028)
H (-1.966, 0.988, 0.224)
H (1.868, 0.060, -0.847)
H (0.636, -1.379, -0.628)
H (1.116, 0.666, 1.650)
H (-0.015, -0.858, 1.515)
N (-0.019, 0.567, -0.123)
S (-1.860, -0.070, -1.927)

Its structure (SMILES) is S=CN1CC1. For the HOMO energy, the calculation gives -8.7 eV. As for the molar mass: 87.147 u. The energy above the lowest of the compared OMol25 structures with the same formula, charge and spin is 1.367 eV. For the gap between HOMO and LUMO, the calculation gives 0.334 Ha. As for the strongest force on any atom: 2.1 eV/A. The spin multiplicity is 1.